1.
{"formula": "C5H6F2", "method": "wB97M-V/def2-TZVPD", "gap_ev": 10.3, "spin_multiplicity": 1, "elements": ["C", "C", "C", "C", "C", "F", "F", "H", "H", "H", "H", "H", "H"], "positions_angstrom": [[0.1492, -1.2089, -0.4349], [-0.6479, -0.1920, -0.1070], [1.4844, -0.4440, -0.4308], [0.9442, 0.8837, 0.0357], [-1.9345, 0.2788, 0.3577], [2.4997, -0.8628, 0.4772], [1.2775, 1.9117, -0.7683], [0.1650, -2.2876, -0.6045], [2.0060, -0.3887, -1.4015], [1.0244, 1.0101, 1.1476], [-2.1875, 0.0609, 1.4312], [-2.7485, -0.1891, -0.0123], [-2.0321, 1.4279, 0.3099]], "lowdin_charge": [0.003, -0.108, -0.289, -0.150, -0.085, -0.055, 0.026, 0.107, 0.148, 0.152, 0.105, 0.026, 0.119]}


2.
{"formula": "C5H6F2IN2", "method": "wB97M-V/def2-TZVPD", "gap_ev": [7.9, 7.9], "charge": 1, "spin_multiplicity": 1, "elements": ["C", "C", "C", "C", "C", "N", "N", "F", "F", "I", "H", "H", "H", "H", "H", "H"], "positions_angstrom": [[0.4939, -1.7255, 0.4720], [0.1523, -0.5389, -0.1386], [2.2753, -0.4079, 0.1228], [-2.1833, 0.2585, -0.7517], [-1.9940, 1.5769, -0.0327], [1.8983, -1.5690, 0.7202], [1.2020, 0.2365, -0.3626], [-0.9401, 2.2713, -0.4589], [-1.6968, 1.3001, 1.2663], [4.1859, 0.3651, 0.2057], [0.1546, -2.6584, 0.8651], [-1.7244, 0.0558, -1.7485], [-2.8431, -0.5172, -0.4719], [-2.7965, 2.3230, -0.2361], [2.4646, -2.0928, 1.3620], [1.3511, 1.1228, -0.8131]], "lowdin_charge": [-0.007, -0.049, -0.799, 0.271, -0.458, 0.069, 0.066, 0.060, 0.062, 1.022, 0.117, 0.090, 0.075, 0.178, 0.154, 0.152]}


3.
{"formula": "C5H6F2O", "method": "wB97M-V/def2-TZVPD", "gap_ev": [9.0, 7.8], "spin_multiplicity": 1, "elements": ["C", "C", "C", "C", "C", "O", "F", "F", "H", "H", "H", "H", "H", "H"], "positions_angstrom": [[-0.4144, 0.7984, 0.8388], [0.9070, 0.7578, 0.9132], [1.0400, -0.6079, -1.2074], [-1.2247, -0.0695, -0.0148], [1.7083, -0.1987, 0.0396], [-1.6236, -1.2842, 0.3949], [2.0225, -1.2956, 0.8161], [2.9310, 0.4099, -0.1901], [-0.9563, 1.5255, 1.4358], [1.4762, 1.3648, 1.6006], [1.0047, -1.6556, -1.4433], [1.0432, 0.1015, -2.0114], [-1.8839, 0.3632, -0.7507], [-1.0136, -1.6285, 1.0631]], "lowdin_charge": [-0.086, 0.013, 0.109, -0.150, -0.590, 0.030, 0.045, 0.037, 0.111, 0.116, 0.065, 0.062, 0.116, 0.121]}


4.
{"formula": "C5H6FN", "method": "wB97M-V/def2-TZVPD", "gap_ev": 9.3, "spin_multiplicity": 1, "elements": ["C", "C", "N", "C", "C", "C", "F", "H", "H", "H", "H", "H", "H"], "positions_angstrom": [[-1.8570, -0.4062, 0.0058], [-0.4212, -0.0117, -0.0711], [0.5557, -0.9533, -0.0961], [1.8019, -0.3766, -0.0179], [1.6117, 0.9667, -0.0349], [0.2067, 1.1524, -0.0881], [-0.4224, 2.3466, -0.0191], [-2.1098, -1.0454, 0.8522], [-2.5013, 0.4301, 0.0735], [-2.1807, -0.8495, -0.9193], [0.2761, -1.9740, 0.0935], [2.6555, -0.9899, 0.0886], [2.3848, 1.7110, 0.1329]], "lowdin_charge": [-0.010, -0.291, 0.035, -0.122, -0.021, -0.273, 0.055, 0.083, 0.064, 0.075, 0.198, 0.098, 0.109]}


5.
{"formula": "C5H6FNOS2", "method": "wB97M-V/def2-TZVPD", "gap_ev": 8.3, "spin_multiplicity": 1, "elements": ["C", "C", "O", "F", "C", "C", "N", "C", "S", "S", "H", "H", "H", "H", "H", "H"], "positions_angstrom": [[1.8598, -1.2235, 0.3280], [1.2929, 0.0619, -0.3450], [1.8500, 1.1696, 0.2531], [1.6658, 0.0771, -1.7057], [-0.1882, 0.2510, -0.3171], [-1.0031, 0.4829, 0.7423], [-2.3216, 0.5188, 0.4260], [-2.6390, 0.1433, -0.8689], [-4.1939, 0.2566, -1.3751], [-1.1925, 0.1913, -1.7916], [2.9526, -1.0957, 0.0319], [1.5475, -1.2741, 1.3270], [1.3956, -2.0703, 0.0488], [2.7123, 1.0653, 0.5147], [-0.6405, 0.6575, 1.6633], [-3.0977, 0.7881, 1.0683]], "lowdin_charge": [0.044, -0.589, 0.086, -0.006, -0.376, -0.121, -0.055, -1.183, 0.558, 1.068, 0.131, 0.075, 0.045, 0.061, 0.101, 0.162]}


6.
{"formula": "C5H6FOP", "method": "wB97M-V/def2-TZVPD", "gap_ev": 9.3, "spin_multiplicity": 1, "elements": ["C", "C", "C", "C", "C", "P", "F", "O", "H", "H", "H", "H", "H", "H"], "positions_angstrom": [[-1.3028, 1.6608, 0.0794], [-0.1108, 0.7753, 0.1062], [0.3091, -0.1203, 1.0193], [1.5536, -1.0594, 1.1521], [2.6955, -1.2536, 0.3810], [2.5085, 0.1498, -0.9651], [3.4198, 1.2611, -0.0113], [0.9328, 0.7660, -0.9070], [-1.1387, 2.7415, -0.2600], [-1.5579, 1.7038, 1.1659], [-2.1442, 1.1792, -0.5036], [-0.3698, -0.1380, 1.8474], [1.5293, -1.7918, 1.9928], [3.6979, -1.6736, 0.5247]], "lowdin_charge": [-0.030, -0.320, -0.068, -0.152, -0.197, 0.962, -0.376, -0.362, 0.113, 0.091, 0.104, 0.085, 0.089, 0.062]}


7.
{"formula": "C5H6I2NO2", "method": "wB97M-V/def2-TZVPD", "gap_ev": 9.1, "charge": 1, "spin_multiplicity": 1, "elements": ["C", "C", "C", "C", "C", "N", "O", "O", "I", "I", "H", "H", "H", "H", "H", "H"], "positions_angstrom": [[1.2235, -1.6180, 0.0340], [1.5089, 0.8402, -0.9196], [-0.2564, 0.6337, 1.0162], [-1.0199, 0.0247, -0.7812], [0.3697, -0.0014, -0.2282], [-1.5801, 0.2303, 0.5800], [2.3709, -1.7616, -0.0041], [1.4640, 1.1056, -2.0814], [-0.2977, -3.0875, 0.1627], [3.0810, 1.2047, 0.4316], [0.0736, 0.3819, 2.0260], [0.0188, 1.7332, 0.9519], [-1.3437, 0.8742, -1.4875], [-1.3695, -0.9073, -1.1841], [-1.9521, -0.6579, 0.9852], [-2.2909, 1.0051, 0.4986]], "lowdin_charge": [-0.740, -0.808, -0.131, -0.126, -0.381, 0.084, 0.010, 0.071, 1.024, 1.066, 0.142, 0.155, 0.190, 0.065, 0.163, 0.215]}


8.
{"formula": "C5H6IN", "method": "wB97M-V/def2-TZVPD", "gap_ev": 9.8, "spin_multiplicity": 1, "elements": ["H", "N", "C", "C", "I", "C", "C", "C", "H", "H", "H", "H", "H"], "positions_angstrom": [[0.9425, 3.4512, 0.2681], [1.2018, 2.4723, 0.1757], [0.3106, 1.6215, 0.2185], [0.8322, -0.0758, 0.0858], [2.9523, -0.0878, -0.1623], [0.2211, -0.9544, 1.1177], [-0.5528, -1.5873, 0.2353], [-0.0248, -0.8324, -0.9538], [-0.7661, 1.6852, 0.3473], [0.3688, -1.0148, 2.1783], [-1.2987, -2.3588, 0.3036], [0.5470, -1.4282, -1.6627], [-0.7470, -0.2243, -1.4981]], "lowdin_charge": [0.061, 0.032, -0.197, -0.804, 0.818, -0.134, -0.066, -0.210, 0.105, 0.100, 0.097, 0.094, 0.104]}


Summary of relative energy (zero: lowest compared OMol25 entry of this formula, charge and spin) in kJ/mol
205.8; 298.0; 272.2; 25.5; 0.0; 193.1; 0.0; 190.1
(order as listed above)
Summary of maximum force in eV/Å
4.6; 6.2; 2.4; 3.5; 4.6; 5.8; 4.0; 4.2
(order as listed above)